i | Molecular formula: C32H32InN2PS4Te
Method: DFT, ωB97M-V/def2-TZVPD

Gap between HOMO and LUMO ... 0.2538 Ha
HOMO energy ... -0.2543 Eh

Geometry as ORCA input:
```
! wB97M-V def2-TZVPD RIJCOSX def2/J DEFGRID3
* xyz 0 1
In 0.1279 -0.5623 -1.7682
C -2.4254 -2.0694 1.7143
C -2.3773 -2.2433 0.2185
C -1.5794 -3.2212 -0.3717
C -1.5504 -3.3930 -1.7520
C -0.6979 -4.4576 -2.3946
C -2.3233 -2.5477 -2.5466
C -3.1228 -1.5542 -1.9871
C -3.9267 -0.6224 -2.8572
C -3.1441 -1.4239 -0.6020
H -2.1851 -1.0404 1.9944
H -1.7240 -2.7360 2.2161
H -3.4266 -2.2785 2.0970
H -0.9742 -3.8665 0.2571
H -0.2258 -5.0921 -1.6449
H 0.0869 -4.0095 -3.0073
H -1.2990 -5.0904 -3.0504
H -2.3047 -2.6755 -3.6250
H -3.3709 0.3031 -3.0347
H -4.8682 -0.3525 -2.3779
H -4.1469 -1.0741 -3.8243
H -3.7719 -0.6600 -0.1520
N -0.9229 3.0442 -0.5995
P -1.1306 1.6404 0.3869
C -1.9147 2.4472 1.8450
C -1.2221 3.1952 2.7982
C -1.8920 3.7517 3.8795
C -3.2607 3.5631 4.0250
C -3.9621 2.8245 3.0828
C -3.2897 2.2693 2.0013
C 0.5577 1.4010 1.0849
C 1.6882 2.0119 0.5554
C 2.9486 1.7448 1.0833
C 3.0923 0.8405 2.1232
C 1.9700 0.1997 2.6389
C 0.7140 0.4842 2.1269
C -0.8059 3.0576 -1.9829
C -0.4783 4.2531 -2.6389
C -0.3938 4.2513 -4.0122
C -0.6299 3.0736 -4.7172
C -0.9222 1.9433 -3.9873
N -1.0065 1.9217 -2.6483
H -0.6713 3.9110 -0.1476
H -0.1514 3.3338 2.7034
H -1.3444 4.3277 4.6152
H -3.7785 3.9878 4.8760
H -5.0286 2.6752 3.1936
H -3.8344 1.6874 1.2649
H 1.5969 2.6951 -0.2810
H 3.8205 2.2322 0.6639
H 4.0739 0.6270 2.5281
H 2.0778 -0.5270 3.4344
H -0.1578 -0.0101 2.5439
H -0.2947 5.1530 -2.0644
H -0.1369 5.1629 -4.5377
H -0.5691 3.0339 -5.7956
H -1.0756 0.9890 -4.4806
S 0.8861 -1.4235 -4.2594
S 2.0679 0.2475 -4.2109
S 3.8847 -0.3135 -3.4355
S 3.5310 -0.3292 -1.4167
Te 2.9657 -2.6284 -0.9717
C 3.9944 -2.7407 0.8723
C 4.9753 -1.8329 1.2551
C 5.6233 -1.9908 2.4748
C 5.2954 -3.0448 3.3168
C 4.3109 -3.9468 2.9359
C 3.6611 -3.7970 1.7181
H 5.2349 -1.0029 0.6091
H 6.3969 -1.2891 2.7627
H 5.8040 -3.1638 4.2650
H 4.0411 -4.7665 3.5901
H 2.8915 -4.5074 1.4313
*
```

ii | Molecular formula: C32H32InN2PS4Te
Method: DFT, ωB97M-V/def2-TZVPD

Gap between HOMO and LUMO ... 0.2516 Ha
HOMO energy ... -0.2455 Eh

Geometry as ORCA input:
```
! wB97M-V def2-TZVPD RIJCOSX def2/J DEFGRID3
* xyz 0 1
In -0.8026 0.4078 0.2531
C -0.2213 -0.7009 4.8480
C 0.5009 -1.0032 3.5697
C 1.3578 -0.0717 2.9993
C 2.0386 -0.3440 1.8193
C 2.8977 0.7167 1.1991
C 1.8782 -1.5909 1.2256
C 1.0548 -2.5508 1.8022
C 0.9167 -3.9089 1.1873
C 0.3612 -2.2429 2.9616
H 0.3825 -1.0181 5.6985
H -1.1653 -1.2381 4.8938
H -0.4162 0.3649 4.9533
H 1.5147 0.8810 3.4917
H 2.4977 1.0040 0.2235
H 3.9171 0.3660 1.0419
H 2.9152 1.6041 1.8305
H 2.4162 -1.8273 0.3181
H 1.8958 -4.3661 1.0672
H 0.4565 -3.8311 0.2045
H 0.3042 -4.5567 1.8098
H -0.2844 -2.9846 3.4124
N -0.9545 -2.5279 -2.1409
P -0.4970 -0.8907 -2.3530
C -0.7265 -0.7483 -4.1588
C -0.1384 -1.6265 -5.0630
C -0.2796 -1.4061 -6.4194
C -0.9980 -0.3117 -6.8763
C -1.5856 0.5608 -5.9765
C -1.4510 0.3424 -4.6172
C 1.3211 -1.0197 -2.4247
C 1.9852 0.1933 -2.5762
C 3.3620 0.2155 -2.6933
C 4.0778 -0.9721 -2.6684
C 3.4191 -2.1787 -2.5000
C 2.0414 -2.2051 -2.3661
C -1.7098 -2.8764 -1.0515
C -2.3827 -4.1033 -0.9993
C -3.1126 -4.4104 0.1265
C -3.1535 -3.4943 1.1737
C -2.4362 -2.3264 1.0428
N -1.7273 -2.0187 -0.0338
H -1.0981 -3.0956 -2.9699
H 0.4432 -2.4662 -4.7064
H 0.1881 -2.0746 -7.1272
H -1.0874 -0.1367 -7.9381
H -2.1345 1.4172 -6.3365
H -1.9043 1.0093 -3.8967
H 1.4052 1.1122 -2.6082
H 3.8846 1.1513 -2.8106
H 5.1528 -0.9617 -2.7809
H 3.9837 -3.1005 -2.4541
H 1.5249 -3.1441 -2.2136
H -2.3278 -4.7827 -1.8374
H -3.6473 -5.3457 0.1924
H -3.7356 -3.6901 2.0582
H -2.4117 -1.5870 1.8360
S -3.2100 1.0084 -0.9227
S -3.4064 2.8059 -0.0145
S -2.1743 4.1797 -0.8578
S -0.2525 3.7606 -0.0292
Te -0.6624 3.0778 2.1950
C -0.7139 4.9829 3.1933
C -1.3671 5.0015 4.4191
C -1.3707 6.1479 5.1919
C -0.7316 7.2889 4.7385
C -0.0936 7.2779 3.5094
C -0.0802 6.1276 2.7362
H -1.8707 4.1087 4.7657
H -1.8724 6.1494 6.1488
H -0.7308 8.1836 5.3447
H 0.4056 8.1707 3.1614
H 0.4220 6.1220 1.7782
*
```

i comes first in stability; the runner-up is 7.0 kcal/mol higher.

i | Molecular formula: C22H28As2BrCaClF6N4O9S2
Method: DFT, ωB97M-V/def2-TZVPD

Gap between HOMO and LUMO ... 0.3459 Ha
HOMO energy ... -0.3266 Eh

Geometry as ORCA input:
```
! wB97M-V def2-TZVPD RIJCOSX def2/J DEFGRID3
* xyz 0 1
Ca 0.6575 -0.1495 -0.8504
C 3.1611 1.2650 2.6926
As 2.2542 0.1400 1.3211
C 1.8860 -1.2890 2.6670
C 3.8974 -0.7035 0.6302
C 5.1185 -0.0374 0.6407
C 6.2585 -0.6258 0.1123
C 6.1927 -1.9051 -0.4173
C 4.9716 -2.5612 -0.4639
C 3.8184 -1.9660 0.0287
As 2.0087 -2.6842 -0.2709
C 2.3653 -4.4438 0.6032
C 2.1801 -3.4074 -2.0876
H 4.0110 0.7259 3.1073
H 2.4308 1.4753 3.4681
H 3.4775 2.2088 2.2506
H 2.7528 -1.9415 2.7580
H 1.0218 -1.8715 2.3498
H 1.6768 -0.8325 3.6337
H 5.1781 0.9661 1.0436
H 7.1936 -0.0808 0.0996
H 7.0800 -2.3744 -0.8224
H 4.9185 -3.5488 -0.9098
H 3.2256 -4.9309 0.1488
H 1.4749 -5.0597 0.4804
H 2.5550 -4.2986 1.6655
H 3.1576 -3.8527 -2.2623
H 2.0148 -2.6049 -2.8018
H 1.4030 -4.1594 -2.2244
F 2.5866 1.9222 -4.8243
C 3.1424 0.9768 -4.0765
F 3.0281 -0.1935 -4.7061
F 4.4266 1.2497 -3.9130
S 2.2443 0.8549 -2.4599
O 2.6698 -0.4045 -1.9183
O 2.5654 2.0118 -1.6856
N 0.7460 0.7981 -2.9116
S -0.0899 1.9409 -2.1925
O 0.0886 3.2462 -2.7222
O -0.0300 1.7711 -0.7650
C -1.7849 1.4875 -2.8088
F -1.7638 1.6528 -4.1323
F -2.6899 2.3132 -2.3019
F -2.1511 0.2401 -2.5628
O -2.5578 -1.8036 -0.6885
Cl -1.1693 -2.0110 -0.5330
O -0.8956 -3.3729 -0.2284
O -0.6565 -1.1813 0.5340
O -0.4644 -1.6481 -1.7381
N -2.4463 1.0413 0.3258
C -3.5811 0.9147 0.1396
N -4.8742 0.7563 -0.0428
C -5.3877 -0.1043 -1.1058
C -6.5564 -0.8947 -0.5377
O -7.5443 -0.0232 -0.0149
C -7.0383 0.7681 1.0431
C -5.8592 1.6222 0.5851
H -4.5937 -0.7711 -1.4299
H -5.7392 0.5160 -1.9385
H -6.1898 -1.5702 0.2454
H -7.0394 -1.4715 -1.3250
H -6.7210 0.1292 1.8777
H -7.8611 1.4071 1.3622
H -5.4152 2.1244 1.4437
H -6.2150 2.3672 -0.1367
Br -3.0941 0.8186 3.8361
C -1.8412 2.0264 3.1044
C -2.1811 3.3505 2.9104
C -1.2108 4.1962 2.3981
C 0.0489 3.6824 2.1341
N 0.3725 2.4072 2.3280
C -0.5668 1.5862 2.7867
H -3.1715 3.7114 3.1516
H -1.4311 5.2402 2.2242
H 0.8444 4.3231 1.7705
H -0.2934 0.5437 2.9088
*
```

ii | Molecular formula: C22H28As2BrCaClF6N4O9S2
Method: DFT, ωB97M-V/def2-TZVPD

Gap between HOMO and LUMO ... 0.3254 Ha
HOMO energy ... -0.3067 Eh

Geometry as ORCA input:
```
! wB97M-V def2-TZVPD RIJCOSX def2/J DEFGRID3
* xyz 0 1
Ca 0.5287 -0.6659 0.2950
C -2.0571 2.5601 -1.6588
As -2.7489 1.9158 0.0714
C -4.6109 2.5460 -0.2880
C -2.0901 3.4940 1.0218
C -2.8534 4.6179 1.3326
C -2.2833 5.7302 1.9237
C -0.9246 5.7499 2.1882
C -0.1631 4.6250 1.9237
C -0.7324 3.4731 1.3789
As 0.4443 1.8309 1.2889
C 1.2300 2.2760 3.0464
C 1.7805 2.6963 0.1214
H -2.2311 3.6296 -1.7643
H -2.5624 2.0262 -2.4631
H -0.9913 2.3397 -1.7232
H -4.6280 3.5210 -0.7721
H -5.1957 2.5711 0.6319
H -5.0477 1.7961 -0.9479
H -3.9141 4.6213 1.1113
H -2.8948 6.5857 2.1809
H -0.4636 6.6267 2.6237
H 0.8920 4.6361 2.1691
H 2.0220 3.0158 2.9381
H 1.6363 1.3809 3.4970
H 0.4447 2.6580 3.6945
H 1.8384 3.7691 0.2916
H 1.4969 2.5059 -0.9140
H 2.7519 2.2358 0.2940
F 2.0982 -5.1988 -0.8760
C 1.7724 -4.7112 0.3194
F 2.6208 -5.1797 1.2206
F 0.5452 -5.1042 0.6247
S 1.8672 -2.8677 0.2217
O 3.2008 -2.5773 -0.1918
O 0.8005 -2.5037 -0.6572
N 1.5779 -2.4068 1.7022
S 2.4301 -1.1392 2.0673
O 2.0896 -0.6495 3.3567
O 2.4525 -0.1804 0.9836
C 4.2117 -1.7188 2.2513
F 4.7047 -1.1694 3.3595
F 4.2488 -3.0407 2.3950
F 4.9870 -1.3536 1.2460
O -1.6665 -2.7740 -1.3541
Cl -1.8132 -1.5083 -0.7384
O -3.1805 -1.1171 -0.7805
O -1.3738 -1.5375 0.6392
O -1.0024 -0.5153 -1.3996
N 1.6480 -0.0910 -2.0473
C 1.7403 -1.0301 -2.7240
N 1.9839 -2.0194 -3.5492
C 1.0749 -3.1252 -3.8531
C 0.5905 -2.9937 -5.2918
O 1.6796 -2.8999 -6.1970
C 2.5246 -1.8059 -5.9015
C 3.0967 -1.9326 -4.4930
H 0.2277 -3.1359 -3.1788
H 1.6401 -4.0552 -3.7459
H -0.0611 -2.1147 -5.3858
H 0.0324 -3.8838 -5.5794
H 1.9714 -0.8602 -5.9870
H 3.3183 -1.8304 -6.6476
H 3.7361 -1.0855 -4.2511
H 3.6755 -2.8574 -4.4174
Br -1.8696 -4.0687 3.1511
C -2.2082 -2.2152 3.2266
C -3.4629 -1.7295 2.9046
C -3.6522 -0.3610 2.9661
C -2.5860 0.4460 3.3392
N -1.3797 -0.0271 3.6342
C -1.1919 -1.3433 3.5809
H -4.2571 -2.3966 2.6006
H -4.6017 0.0804 2.6943
H -2.7083 1.5218 3.4183
H -0.2055 -1.7009 3.8516
*
```

ii comes first in stability; the runner-up is 19.4 kcal/mol higher.

i | Molecular formula: C4H14NOS
Method: DFT, ωB97M-V/def2-TZVPD

⟨S²⟩ ... 0.75
Gap between HOMO and LUMO (spin up / spin down) ... 0.1262 / 0.3579 Ha
HOMO energy (spin up / spin down) ... -0.1060 / -0.3406 Eh

Geometry as ORCA input:
```
! wB97M-V def2-TZVPD RIJCOSX def2/J DEFGRID3
* xyz 0 2
C -1.5521 0.3523 -0.2663
C -1.4323 -0.6267 0.8767
C -0.2266 -1.7932 0.5312
S 1.4080 -1.0287 0.8010
C 1.6271 0.1569 2.2273
N -0.2476 1.0298 -0.6790
H -1.8684 -0.0580 -1.1839
H -2.1233 1.2001 0.1594
H -2.3462 -1.1991 0.7212
H -1.2899 -0.3586 1.9197
H -0.3690 -1.8665 -0.5537
H -0.3706 -2.7333 1.1107
H 1.8503 -0.3502 3.1303
H 0.6295 0.5416 2.3728
H 2.4906 0.7265 2.0774
H -0.2730 2.0315 -0.6073
H 0.6606 0.5968 -0.2203
H -0.1143 0.9018 -1.6925
H 1.9831 0.4909 -3.4549
H 0.5885 1.4063 -3.8658
O 0.9755 0.5797 -3.4038
*
```

ii | Molecular formula: C4H14NOS
Method: DFT, ωB97M-V/def2-TZVPD

⟨S²⟩ ... 0.75
Gap between HOMO and LUMO (spin up / spin down) ... 0.1286 / 0.3747 Ha
HOMO energy (spin up / spin down) ... -0.1069 / -0.3566 Eh

Geometry as ORCA input:
```
! wB97M-V def2-TZVPD RIJCOSX def2/J DEFGRID3
* xyz 0 2
C 0.4667 1.3606 1.6900
C 0.1224 1.1192 0.2153
C -1.3083 0.5853 0.0686
C -1.5654 -0.6100 -0.8667
S -1.2056 -0.3100 -2.6175
N 1.1338 0.1448 -0.3492
H -0.4189 1.7428 2.2046
H 0.6667 0.3895 2.1430
H 1.3109 2.0257 1.7919
H 0.2496 1.9975 -0.4173
H -2.0025 1.3897 -0.2101
H -1.6253 0.2110 1.0349
H -0.9551 -1.4373 -0.5410
H -2.5897 -0.9529 -0.7175
H -1.4180 1.0128 -2.5895
H 1.1275 -0.7614 0.1406
H 0.9032 -0.0054 -1.3418
H 2.0939 0.5504 -0.1720
H 1.2106 -3.1559 -0.3990
H 2.3588 -2.7440 0.6003
O 1.4446 -2.5526 0.3323
*
```

ii comes first in stability; the runner-up is 42.2 kcal/mol higher.